Molecular formula: C35H73ClN6O3
Method: DFT, wB97M-V/def2-TZVPD

For the HOMO energy (alpha / beta), the calculation gives -9.348 / -10.211 eV. As for the expectation value of S²: 3.762. The value obtained for the gap between HOMO and LUMO (alpha / beta) is 5.2 / 6.0 eV.

Geometry as ORCA input:
```
! RIJCOSX wB97M-V def2-TZVPD def2/J DEFGRID3
* xyz 1 4
C -12.942 -2.623 1.709
C -12.651 -2.686 0.183
C -12.038 -1.342 -0.241
C -11.871 -3.976 -0.208
N -10.599 -3.812 -0.947
C -9.463 -3.760 -0.316
N -9.191 -4.684 0.653
N -8.461 -2.884 -0.624
C -8.436 -1.604 0.158
C -8.704 -1.711 1.637
C -8.529 -0.310 2.219
Cl -7.483 -2.739 2.456
H -12.432 -3.401 2.268
H -14.006 -2.722 1.875
H -12.687 -1.638 2.079
H -13.624 -2.738 -0.284
H -12.846 -0.622 -0.264
H -11.368 -0.996 0.533
H -11.599 -1.320 -1.235
H -12.529 -4.552 -0.846
H -11.746 -4.584 0.671
H -10.649 -3.147 -1.712
H -9.596 -4.642 1.572
H -8.592 -5.461 0.429
H -8.441 -2.672 -1.618
H -7.429 -1.215 0.062
H -9.083 -0.888 -0.336
H -9.698 -2.066 1.890
H -9.278 0.382 1.849
H -7.562 0.042 1.877
H -8.468 -0.331 3.297
C -0.444 -0.264 2.836
C -1.797 0.341 3.298
C -2.194 -0.202 4.676
C -2.713 -1.636 4.647
C -3.862 -1.759 3.649
C -3.480 -1.269 2.251
N -2.861 0.090 2.278
O -3.801 0.961 2.424
C -2.533 -2.307 1.612
C -4.713 -1.275 1.357
C -1.511 1.832 3.461
H 0.221 0.502 2.440
H 0.079 -0.756 3.658
H -0.533 -0.984 2.028
H -2.974 0.436 5.106
H -1.341 -0.131 5.352
H -1.905 -2.330 4.402
H -3.065 -1.917 5.642
H -4.192 -2.799 3.593
H -4.717 -1.184 4.023
H -2.121 -1.934 0.673
H -3.079 -3.225 1.388
H -1.711 -2.599 2.261
H -5.521 -0.674 1.767
H -5.094 -2.287 1.247
H -4.473 -0.898 0.359
H -1.281 2.295 2.500
H -0.648 1.962 4.114
H -2.344 2.372 3.910
C 3.891 -1.188 -1.694
C 3.384 0.056 -0.916
C 4.369 1.222 -1.060
C 5.633 1.065 -0.223
C 5.271 0.822 1.239
C 4.328 -0.367 1.421
N 3.135 -0.286 0.517
O 2.304 0.566 1.009
C 5.125 -1.667 1.181
C 3.891 -0.450 2.881
C 2.095 0.456 -1.631
H 3.090 -1.635 -2.284
H 4.700 -0.933 -2.380
H 4.242 -1.993 -1.057
H 3.875 2.153 -0.763
H 4.636 1.345 -2.112
H 6.251 0.253 -0.616
H 6.236 1.972 -0.302
H 6.180 0.658 1.820
H 4.809 1.728 1.643
H 4.462 -2.534 1.161
H 5.839 -1.822 1.989
H 5.710 -1.654 0.264
H 3.421 0.469 3.227
H 4.758 -0.624 3.517
H 3.191 -1.274 3.035
H 1.326 -0.310 -1.513
H 2.296 0.573 -2.696
H 1.693 1.402 -1.270
C 8.076 3.044 -5.385
C 8.485 2.549 -3.971
C 8.007 3.531 -2.895
C 8.836 4.809 -2.816
C 10.314 4.465 -2.643
C 10.833 3.525 -3.733
N 9.958 2.322 -3.900
O 10.205 1.496 -2.943
C 10.954 4.319 -5.050
C 12.264 3.109 -3.405
C 7.707 1.249 -3.782
H 7.646 2.235 -5.975
H 7.334 3.843 -5.333
H 8.906 3.406 -5.981
H 8.041 3.040 -1.916
H 6.958 3.781 -3.070
H 8.678 5.422 -3.708
H 8.501 5.410 -1.969
H 10.907 5.382 -2.643
H 10.457 4.007 -1.660
H 11.183 3.656 -5.886
H 11.764 5.044 -4.978
H 10.062 4.893 -5.295
H 12.348 2.643 -2.424
H 12.912 3.985 -3.399
H 12.650 2.412 -4.151
H 8.043 0.482 -4.481
H 6.645 1.424 -3.965
H 7.797 0.852 -2.771
*
```

Mulliken population analysis, charges in e, atoms 1 to 2: atom 1 (C): -1.42, atom 2 (C): 0.98



Molecular formula: C35H74FN2O3Se4Si5Ta
Method: DFT, wB97M-V/def2-TZVPD

For the HOMO energy, the calculation gives -1.454 eV. The calculation puts the energy above the lowest of the compared OMol25 structures with the same formula, charge and spin at 0.00 kcal per mole. The value obtained for the gap between HOMO and LUMO is 5.6 eV.

Geometry as ORCA input:
```
! RIJCOSX wB97M-V def2-TZVPD def2/J DEFGRID3
* xyz -2 1
Ta 0.599 0.344 -0.432
Se 3.660 -0.922 -0.671
Se 4.644 -2.769 0.267
Se 3.185 -1.172 -3.007
Se 1.988 0.813 -2.661
C -2.434 0.258 -3.374
C -1.465 -0.195 -2.324
N -1.275 0.553 -1.174
O -2.470 1.056 -0.615
C -0.631 -1.277 -2.444
C -0.517 -2.107 -3.680
N 0.202 -1.466 -1.361
O 0.920 -2.650 -1.359
H -3.020 1.094 -2.998
H -3.122 -0.544 -3.652
H -1.911 0.583 -4.279
H -2.858 0.277 -0.181
H -0.679 -1.477 -4.557
H -1.255 -2.911 -3.703
H 0.482 -2.538 -3.743
F -8.388 1.367 2.484
C -7.054 1.100 2.603
C -6.657 0.046 3.403
C -5.302 -0.223 3.520
C -4.342 0.542 2.849
C -2.883 0.226 2.991
C -4.794 1.598 2.058
C -6.149 1.887 1.928
H -7.403 -0.548 3.917
H -4.977 -1.054 4.135
H -2.738 0.034 4.063
H -2.328 1.123 2.715
H -4.073 2.203 1.517
H -6.496 2.702 1.306
C 3.169 -0.123 2.786
C 1.711 -0.417 2.484
C 0.809 0.025 3.618
O 1.309 0.228 1.268
H 3.462 -0.703 3.664
H 3.321 0.935 3.000
H 3.821 -0.428 1.970
H 1.593 -1.488 2.303
H 0.958 1.087 3.830
H 1.041 -0.546 4.520
H -0.231 -0.145 3.356
C 2.933 5.216 0.556
C 2.501 3.743 0.593
C 2.336 3.377 2.073
C 3.675 2.903 0.071
Si 0.891 3.268 -0.449
C -0.663 3.985 0.545
C -0.977 2.982 1.676
C -0.481 5.360 1.209
C -1.928 4.077 -0.317
C 0.995 4.297 -2.136
C 2.375 4.273 -2.812
C -0.027 3.730 -3.138
C 0.654 5.789 -1.962
H 3.815 5.343 1.200
H 2.161 5.892 0.925
H 3.221 5.544 -0.443
H 3.311 3.456 2.574
H 1.982 2.357 2.194
H 1.650 4.041 2.599
H 4.566 3.094 0.684
H 3.927 3.129 -0.966
H 3.467 1.835 0.121
H -0.150 2.851 2.371
H -1.248 2.008 1.266
H -1.840 3.339 2.258
H 0.275 5.351 1.992
H -1.428 5.654 1.683
H -0.217 6.143 0.497
H -2.122 3.161 -0.870
H -1.892 4.908 -1.020
H -2.795 4.249 0.338
H 2.777 3.273 -2.941
H 3.108 4.863 -2.259
H 2.284 4.728 -3.809
H 0.139 2.674 -3.353
H 0.050 4.278 -4.088
H -1.051 3.836 -2.779
H 1.316 6.291 -1.256
H -0.371 5.954 -1.639
H 0.770 6.290 -2.933
C -5.434 -3.274 1.792
Si -4.119 -2.250 0.868
C -5.119 -0.967 -0.143
C -3.585 -3.446 -0.508
Si -2.175 -1.425 1.973
Si 0.524 -4.219 -0.967
C -0.057 -4.418 0.790
C 2.123 -5.124 -1.244
C -0.726 -5.028 -2.118
Si -1.929 -2.834 3.914
C -2.957 -4.434 3.987
C -0.139 -3.463 4.124
C -2.293 -2.019 5.612
H -6.199 -3.618 1.087
H -5.932 -2.701 2.578
H -4.974 -4.151 2.245
H -5.055 -1.246 -1.198
H -4.826 0.080 -0.056
H -6.172 -0.989 0.152
H -4.449 -3.768 -1.098
H -3.106 -4.343 -0.104
H -2.870 -2.952 -1.173
H 0.704 -4.069 1.487
H -0.241 -5.481 0.979
H -0.974 -3.860 0.993
H 2.926 -4.686 -0.649
H 2.423 -5.066 -2.294
H 2.003 -6.179 -0.977
H -1.729 -4.608 -2.064
H -0.791 -6.080 -1.819
H -0.384 -5.001 -3.153
H -2.837 -4.992 3.054
H -4.020 -4.226 4.120
H -2.629 -5.080 4.808
H -0.068 -4.511 3.821
H 0.183 -3.398 5.168
H 0.575 -2.903 3.521
H -3.364 -2.019 5.839
H -1.935 -0.993 5.711
H -1.792 -2.607 6.387
*
```

Mulliken population analysis, charges in e, atoms 1 to 2: atom 1 (Ta): -3.04, atom 2 (Se): 0.18



E_tot list, top to bottom, in eV: -65072.1503, -351665.8152